15
Properties=species:S:1:pos:R:3:forces:R:3 method="wB97M-V/def2-TZVPD" e_lumo_ev=-0.187 smiles="[H]/N=C(/C#N)NNCC#C" e_above_lowest_kcal_mol=109.9 e_homo_ev=-10.0 fmax_ev_per_a=9.19 homo_lumo_gap_ha=0.3608 e_tot_ha=-412.948575
H 1.323324 -1.395667 1.354639 -0.699 -0.503 1.650
N 2.314855 -1.341424 1.154541 -1.931 2.683 -3.617
C 2.150609 -0.547545 0.088797 -1.530 -2.485 2.365
C 3.346902 -0.436977 -0.633656 7.463 4.520 -2.879
N 4.422488 0.019729 -0.985787 -6.099 -3.075 1.605
N 0.919238 0.051652 -0.499248 3.171 -2.383 2.479
N -0.116068 0.339376 0.326024 -2.791 1.203 2.327
C -1.348252 0.161640 -0.432630 -0.053 -0.862 -2.373
C -2.624814 0.401645 0.203795 -3.634 -0.760 2.881
C -3.739367 0.365300 0.752341 0.563 0.512 -1.356
H 1.182494 0.738706 -1.109766 0.754 2.278 -2.081
H -0.250699 1.264957 0.884824 1.533 -1.730 -1.461
H -1.406929 0.877986 -1.325122 0.513 -0.988 0.638
H -1.308986 -0.919873 -0.830684 -0.267 1.691 0.411
H -4.864796 0.420495 1.051933 3.008 -0.100 -0.589